1.
89
Properties=species:S:1:pos:R:3:lowdin_charge:R:1 method="wB97M-V/def2-TZVPD" multiplicity=1 total_charge=0 e_homo_ev=-8.5488
O -4.77 -2.09 3.73 -0.20
S -3.56 -1.61 3.19 0.61
O -2.88 -2.53 2.36 -0.20
O -3.70 -0.26 2.34 -0.16
C -2.91 0.79 2.89 -0.18
C -1.93 0.08 3.79 -0.77
Cl -1.64 1.23 5.15 0.78
C -0.60 -0.42 3.22 -0.15
C -0.49 -0.45 1.69 -0.28
C 0.33 -1.64 1.19 -0.55
S 0.26 -1.71 -0.63 0.72
O -2.63 -1.03 4.37 -0.17
H -2.36 1.27 2.08 0.13
H -3.48 1.60 3.33 0.12
H 0.16 0.27 3.57 0.10
H -0.35 -1.38 3.67 0.13
H -1.45 -0.48 1.17 0.08
H 0.05 0.45 1.38 0.11
H -0.11 -2.57 1.53 0.06
H 1.36 -1.57 1.52 0.07
H -0.52 -0.67 -0.93 -0.15
C -0.06 -5.27 -3.96 -0.10
O 1.11 -5.21 -4.78 -0.28
P 1.58 -3.71 -5.22 0.55
O 1.26 -2.85 -4.07 -0.24
O 0.44 -3.64 -6.41 -0.29
C -0.01 -4.79 -7.13 -0.11
O 2.66 -2.85 -6.07 -0.24
C 2.18 -1.82 -6.94 -0.09
H -0.43 -6.29 -4.03 0.09
H 0.19 -5.05 -2.92 0.09
H -0.82 -4.58 -4.31 0.09
H -0.97 -5.11 -6.73 0.08
H 0.69 -5.61 -7.08 0.09
H -0.15 -4.50 -8.17 0.09
H 1.43 -1.22 -6.45 0.06
H 1.79 -2.24 -7.86 0.09
H 3.04 -1.19 -7.19 0.10
C 1.74 -1.94 7.23 -0.11
O 2.83 -2.86 7.18 -0.27
P 2.62 -4.11 6.17 0.52
O 1.87 -3.57 5.02 -0.24
O 1.68 -4.96 7.20 -0.27
C 1.80 -4.87 8.62 -0.10
O 3.38 -5.40 5.57 -0.24
C 2.65 -6.63 5.44 -0.09
H 1.84 -1.37 8.15 0.10
H 1.78 -1.27 6.38 0.08
H 0.78 -2.46 7.24 0.09
H 1.02 -4.21 9.01 0.08
H 2.77 -4.49 8.93 0.09
H 1.65 -5.87 9.03 0.09
H 1.67 -6.45 5.00 0.09
H 2.55 -7.13 6.40 0.08
H 3.24 -7.26 4.78 0.09
C -0.41 4.24 4.15 -0.12
O -1.31 4.43 3.05 -0.28
P -1.13 5.83 2.23 0.52
O 0.31 6.10 2.22 -0.23
O -1.94 6.73 3.34 -0.27
C -2.99 6.20 4.15 -0.10
O -1.70 6.63 0.95 -0.24
C -1.94 8.04 1.07 -0.10
H -0.86 3.47 4.77 0.00
H 0.56 3.89 3.79 0.09
H -0.28 5.16 4.72 0.09
H -2.61 5.98 5.15 0.09
H -3.43 5.30 3.73 0.08
H -3.76 6.97 4.24 0.09
H -1.11 8.53 1.57 0.09
H -2.87 8.23 1.61 0.08
H -2.04 8.42 0.06 0.09
C 2.42 4.55 -6.77 -0.10
O 1.73 3.56 -5.99 -0.27
P 1.19 2.27 -6.81 0.52
O 2.20 2.01 -7.86 -0.24
O -0.13 3.03 -7.41 -0.27
C -0.79 4.09 -6.72 -0.10
O 0.46 0.85 -6.60 -0.26
C -0.55 0.45 -7.52 -0.09
H 2.41 5.46 -6.18 0.10
H 3.45 4.24 -6.95 0.09
H 1.91 4.72 -7.72 0.09
H -0.49 5.05 -7.15 0.08
H -0.58 4.10 -5.65 0.09
H -1.87 3.97 -6.86 0.09
H -0.23 0.63 -8.55 0.10
H -1.49 0.96 -7.32 0.09
H -0.71 -0.62 -7.36 0.09

***

2.
61
Properties=species:S:1:pos:R:3:nbo_charge:R:1 method="wB97M-V/def2-TZVPD" multiplicity=5 relative_energy_kcal_mol=0.00 total_charge=+1 e_homo_ev="-10.5059 / -10.5472"
Co 0.22 -0.70 -0.06 1.29
C 3.99 1.07 -1.28 -0.24
O 4.56 1.30 0.02 -0.44
C 4.11 0.79 1.16 0.34
C 4.94 0.94 2.26 -0.28
C 4.54 0.46 3.50 -0.12
C 3.30 -0.18 3.68 -0.19
C 2.43 -0.36 2.64 -0.06
C 1.16 -1.03 2.90 0.04
N 0.25 -1.17 2.02 -0.34
N -0.88 -1.83 2.45 -0.43
C -1.55 -2.24 1.38 0.58
O -1.16 -2.08 0.17 -0.81
C -2.84 -2.95 1.61 -0.07
C -3.52 -3.51 0.53 -0.20
C -4.72 -4.17 0.74 -0.22
C -5.25 -4.27 2.02 -0.18
C -4.57 -3.72 3.10 -0.21
C -3.36 -3.06 2.90 -0.19
C 2.82 0.12 1.31 0.38
O 2.06 0.01 0.32 -0.67
H 4.72 1.48 -1.97 0.21
H 3.04 1.58 -1.39 0.20
H 3.87 0.00 -1.46 0.19
H 5.89 1.44 2.13 0.25
H 5.20 0.59 4.34 0.24
H 3.02 -0.54 4.66 0.23
H 1.00 -1.43 3.90 0.21
H -3.09 -3.42 -0.46 0.22
H -5.25 -4.61 -0.10 0.22
H -6.18 -4.79 2.18 0.22
H -4.98 -3.80 4.09 0.22
H -2.82 -2.63 3.73 0.24
C 1.17 -1.07 -3.68 -0.94
P 0.04 -0.40 -2.43 0.79
C -1.61 -0.82 -3.07 -0.93
C 0.15 1.42 -2.59 -0.24
C 0.58 2.01 -3.77 -0.22
C 0.67 3.39 -3.90 -0.19
C 0.30 4.20 -2.83 -0.17
C -0.14 3.63 -1.65 -0.19
C -0.22 2.24 -1.51 -0.37
P -0.77 1.49 0.07 0.81
C -2.56 1.81 0.13 -0.93
C -0.11 2.56 1.37 -0.94
H 0.84 -0.83 -4.69 0.24
H 1.19 -2.15 -3.57 0.26
H 2.18 -0.68 -3.53 0.25
H -1.74 -0.39 -4.06 0.24
H -2.38 -0.44 -2.40 0.25
H -1.71 -1.91 -3.11 0.26
H 0.87 1.39 -4.62 0.22
H 1.01 3.83 -4.82 0.23
H 0.36 5.28 -2.92 0.23
H -0.42 4.27 -0.82 0.22
H -2.76 2.88 0.03 0.24
H -2.96 1.45 1.08 0.26
H -3.07 1.28 -0.68 0.25
H -0.51 3.57 1.32 0.24
H 0.98 2.60 1.31 0.25
H -0.38 2.12 2.34 0.26

***

3.
71
Properties=species:S:1:pos:R:3:lowdin_charge:R:1 method="wB97M-V/def2-TZVPD" multiplicity=1 total_charge=+1 e_homo_ev=-9.5036
C -3.45 -1.02 4.00 -0.09
C -3.39 -1.50 2.71 -0.09
C -2.17 -1.84 2.15 -0.04
C -1.00 -1.69 2.88 -0.21
C 0.35 -2.03 2.30 -0.33
C 0.94 -3.27 3.02 -0.10
C 2.42 -3.46 2.73 -0.12
N 3.12 -2.17 2.80 -0.04
C 4.49 -2.03 3.12 -0.22
C 4.90 -0.69 3.07 -0.46
C 6.21 -0.34 3.34 -0.09
C 7.11 -1.34 3.67 -0.09
C 6.71 -2.66 3.73 -0.08
C 5.41 -3.02 3.46 -0.02
S 3.55 0.37 2.63 1.06
C 2.42 -0.99 2.54 -0.58
N 1.16 -0.86 2.28 0.07
C -1.07 -1.19 4.17 -0.05
C -2.29 -0.86 4.73 -0.08
H -4.40 -0.76 4.44 0.10
H -4.29 -1.62 2.14 0.10
H -2.13 -2.21 1.14 0.11
H 0.21 -2.30 1.24 0.14
H 0.81 -3.14 4.10 0.12
H 0.38 -4.17 2.75 0.13
H 2.88 -4.15 3.45 0.12
H 2.57 -3.88 1.73 0.13
H 6.51 0.69 3.29 0.11
H 8.14 -1.08 3.87 0.11
H 7.43 -3.43 3.99 0.11
H 5.10 -4.05 3.51 0.10
H -0.16 -1.04 4.73 0.12
H -2.33 -0.48 5.74 0.10
C 0.76 -1.64 -6.24 0.02
N 0.15 -0.66 -5.34 -0.05
C 0.79 -0.03 -4.30 0.06
C -0.11 0.82 -3.65 -0.13
C 0.18 1.54 -2.46 0.13
C -0.67 2.52 -1.86 -0.14
C -1.47 3.46 -2.52 0.01
N -2.27 4.11 -1.60 -0.05
C -3.30 5.09 -1.93 0.02
C -1.96 3.63 -0.32 -0.14
C -0.95 2.66 -0.45 -0.11
C -0.49 1.95 0.67 0.00
C -1.03 2.24 1.90 -0.06
C -2.03 3.21 2.03 -0.06
C -2.50 3.90 0.94 -0.01
C -1.38 0.68 -4.34 -0.10
C -1.18 -0.24 -5.39 -0.14
C -2.25 -0.59 -6.22 0.00
C -3.48 -0.03 -6.00 -0.06
C -3.68 0.86 -4.94 -0.06
C -2.65 1.21 -4.11 -0.02
H 0.04 -2.00 -6.96 0.09
H 1.60 -1.19 -6.77 0.10
H 1.13 -2.49 -5.66 0.10
H 1.82 -0.19 -4.04 0.15
H 1.08 1.27 -1.93 0.13
H -1.49 3.64 -3.58 0.15
H -3.80 5.44 -1.03 0.09
H -2.86 5.94 -2.44 0.10
H -4.05 4.65 -2.59 0.10
H 0.25 1.18 0.56 0.10
H -0.71 1.68 2.76 0.10
H -2.44 3.40 3.01 0.11
H -3.29 4.62 1.05 0.10
H -2.10 -1.29 -7.03 0.11
H -4.31 -0.27 -6.65 0.11
H -4.66 1.27 -4.77 0.11
H -2.82 1.87 -3.28 0.09

***

Copy entry 2 word for word.
61
Properties=species:S:1:pos:R:3:nbo_charge:R:1 method="wB97M-V/def2-TZVPD" multiplicity=5 relative_energy_kcal_mol=0.00 total_charge=+1 e_homo_ev="-10.5059 / -10.5472"
Co 0.22 -0.70 -0.06 1.29
C 3.99 1.07 -1.28 -0.24
O 4.56 1.30 0.02 -0.44
C 4.11 0.79 1.16 0.34
C 4.94 0.94 2.26 -0.28
C 4.54 0.46 3.50 -0.12
C 3.30 -0.18 3.68 -0.19
C 2.43 -0.36 2.64 -0.06
C 1.16 -1.03 2.90 0.04
N 0.25 -1.17 2.02 -0.34
N -0.88 -1.83 2.45 -0.43
C -1.55 -2.24 1.38 0.58
O -1.16 -2.08 0.17 -0.81
C -2.84 -2.95 1.61 -0.07
C -3.52 -3.51 0.53 -0.20
C -4.72 -4.17 0.74 -0.22
C -5.25 -4.27 2.02 -0.18
C -4.57 -3.72 3.10 -0.21
C -3.36 -3.06 2.90 -0.19
C 2.82 0.12 1.31 0.38
O 2.06 0.01 0.32 -0.67
H 4.72 1.48 -1.97 0.21
H 3.04 1.58 -1.39 0.20
H 3.87 0.00 -1.46 0.19
H 5.89 1.44 2.13 0.25
H 5.20 0.59 4.34 0.24
H 3.02 -0.54 4.66 0.23
H 1.00 -1.43 3.90 0.21
H -3.09 -3.42 -0.46 0.22
H -5.25 -4.61 -0.10 0.22
H -6.18 -4.79 2.18 0.22
H -4.98 -3.80 4.09 0.22
H -2.82 -2.63 3.73 0.24
C 1.17 -1.07 -3.68 -0.94
P 0.04 -0.40 -2.43 0.79
C -1.61 -0.82 -3.07 -0.93
C 0.15 1.42 -2.59 -0.24
C 0.58 2.01 -3.77 -0.22
C 0.67 3.39 -3.90 -0.19
C 0.30 4.20 -2.83 -0.17
C -0.14 3.63 -1.65 -0.19
C -0.22 2.24 -1.51 -0.37
P -0.77 1.49 0.07 0.81
C -2.56 1.81 0.13 -0.93
C -0.11 2.56 1.37 -0.94
H 0.84 -0.83 -4.69 0.24
H 1.19 -2.15 -3.57 0.26
H 2.18 -0.68 -3.53 0.25
H -1.74 -0.39 -4.06 0.24
H -2.38 -0.44 -2.40 0.25
H -1.71 -1.91 -3.11 0.26
H 0.87 1.39 -4.62 0.22
H 1.01 3.83 -4.82 0.23
H 0.36 5.28 -2.92 0.23
H -0.42 4.27 -0.82 0.22
H -2.76 2.88 0.03 0.24
H -2.96 1.45 1.08 0.26
H -3.07 1.28 -0.68 0.25
H -0.51 3.57 1.32 0.24
H 0.98 2.60 1.31 0.25
H -0.38 2.12 2.34 0.26